#1
Density functional theory data (ωB97M-V/def2-TZVPD) for a structure of composition C4H3N.

The multiplicity is 1. The value obtained for the HOMO energy (alpha / beta) is -8.491 / -8.490 eV.

CARTESIAN COORDINATES (ANGSTROEM)
1 C 0.256 1.410 -0.224
2 N 0.645 -1.040 0.191
3 C 0.809 0.223 -0.105
4 C -0.951 0.661 -0.227
5 C -1.011 -0.617 0.145
6 H 1.386 -1.597 0.622
7 H 0.488 2.444 -0.375
8 H -1.622 -1.483 -0.026

---

#2
Density functional theory data (ωB97M-V/def2-TZVPD) for the molecule C4H3N.

The SMILES is CC#CC#N. The multiplicity is 1. The value obtained for the HOMO energy is -10.453 eV.

CARTESIAN COORDINATES (ANGSTROEM)
1 C 1.543 0.047 -0.031
2 C 0.091 -0.168 0.019
3 C -1.139 -0.247 -0.014
4 C -2.536 -0.029 -0.040
5 N -3.697 0.046 0.008
6 H 1.979 -0.401 0.912
7 H 2.055 -0.421 -0.865
8 H 1.704 1.174 0.012

---

In eV, relative to the most stable structure: #1 4.615; #2 0.000.

---

#1
Density functional theory data (ωB97M-V/def2-TZVPD) for the molecule C4H3N.

The SMILES is CC#CC#N. The multiplicity is 1. The value obtained for the HOMO energy is -10.463 eV.

CARTESIAN COORDINATES (ANGSTROEM)
1 C 1.532 0.038 0.041
2 C 0.106 -0.042 -0.041
3 C -1.072 -0.145 -0.031
4 C -2.454 -0.140 0.001
5 N -3.621 0.109 0.019
6 H 1.938 -0.795 -0.524
7 H 1.749 0.999 -0.452
8 H 1.821 -0.025 0.987

---

#2
Density functional theory data (ωB97M-V/def2-TZVPD) for the molecule C4H3N.

The SMILES is CC#CC#N. The multiplicity is 1. The value obtained for the HOMO energy is -10.503 eV.

CARTESIAN COORDINATES (ANGSTROEM)
1 C 1.089 0.540 -0.718
2 C 0.173 -0.374 -0.057
3 C -0.768 -0.924 0.463
4 C -2.030 -1.116 0.989
5 N -3.120 -1.110 1.383
6 H 2.065 0.125 -0.974
7 H 1.233 1.406 -0.063
8 H 0.600 0.886 -1.635

---

In eV, relative to the most stable structure: #1 0.215; #2 0.000.

---

#1
Density functional theory data (ωB97M-V/def2-TZVPD) for the molecule C4H3N.

The SMILES is N#CC1=CC1. The multiplicity is 1. The value obtained for the HOMO energy is -10.155 eV.

CARTESIAN COORDINATES (ANGSTROEM)
1 N 4.203 0.009 -0.040
2 C 3.073 0.155 0.085
3 C 1.393 -0.009 -0.037
4 C 0.481 -0.969 -0.104
5 C 0.025 0.463 0.072
6 H 0.253 -1.909 -0.454
7 H -0.609 0.922 -0.603
8 H -0.416 0.576 1.045

---

#2
Density functional theory data (ωB97M-V/def2-TZVPD) for the molecule C4H3N.

The multiplicity is 1. The value obtained for the HOMO energy is -7.903 eV.

CARTESIAN COORDINATES (ANGSTROEM)
1 C 1.764 -0.551 0.087
2 C -1.728 -0.462 -0.652
3 C -0.092 1.206 -0.031
4 C 1.075 0.436 0.103
5 N -1.124 0.474 -0.209
6 H 2.541 -1.256 0.145
7 H -2.401 -1.107 -0.123
8 H -0.144 2.276 0.034

---

In eV, relative to the most stable structure: #1 0.000; #2 0.340.

---

#1
Density functional theory data (ωB97M-V/def2-TZVPD) for a structure of composition C28H41BrGeN4O8S4Si3Y.

The multiplicity is 2. The value obtained for the HOMO energy (alpha / beta) is -6.948 / -8.308 eV.

CARTESIAN COORDINATES (ANGSTROEM)
1 Y 0.136 -0.740 0.448
2 O 3.090 -7.643 -0.204
3 C 2.555 -6.600 0.067
4 S 3.435 -5.081 -0.142
5 C 2.119 -4.065 0.331
6 C 0.819 -4.678 0.551
7 S -0.580 -3.797 0.683
8 S 0.856 -6.440 0.646
9 S 2.411 -2.456 0.593
10 C -2.497 -0.520 -2.280
11 O -2.373 -0.931 -0.921
12 C -3.540 -0.937 -0.205
13 C -4.799 -1.033 -0.757
14 C -5.905 -1.012 0.067
15 Br -7.573 -1.059 -0.781
16 C -5.772 -1.045 1.430
17 C -4.482 -0.967 2.008
18 C -3.373 -0.906 1.170
19 O -2.088 -0.930 1.637
20 C -4.377 -1.109 3.461
21 N -5.245 -1.802 4.116
22 C -4.795 -1.786 5.439
23 C -5.335 -2.384 6.574
24 C -4.685 -2.224 7.758
25 C -3.559 -1.421 7.870
26 C -2.997 -0.791 6.779
27 C -3.635 -1.027 5.545
28 N -3.336 -0.627 4.242
29 H -3.074 -1.223 -2.878
30 H -1.484 -0.469 -2.668
31 H -2.924 0.465 -2.347
32 H -4.940 -1.049 -1.846
33 H -6.638 -1.076 2.067
34 H -2.034 -1.185 2.584
35 H -6.197 -3.007 6.397
36 H -5.041 -2.695 8.655
37 H -3.111 -1.286 8.852
38 H -2.105 -0.186 6.795
39 H -2.736 0.154 4.002
40 O -0.478 0.932 -0.621
41 N 0.918 1.323 -0.538
42 O 1.784 -0.023 1.852
43 N 1.283 -0.435 2.980
44 O 1.842 -0.372 4.036
45 O 0.124 -0.970 2.809
46 C 2.030 -1.980 -3.244
47 C 1.361 -1.000 -2.381
48 O 0.590 -1.628 -1.667
49 H 1.818 -2.961 -2.794
50 H 3.096 -1.761 -3.328
51 H 1.661 -1.951 -4.277
52 C 2.273 3.827 -0.806
53 Si 1.048 2.899 0.248
54 C -0.641 3.668 0.235
55 C 1.664 2.920 2.021
56 Ge 1.976 0.929 -2.202
57 Si 4.299 0.872 -1.599
58 C 5.135 -0.595 -2.270
59 C 5.007 2.347 -2.439
60 C 4.378 0.653 0.245
61 Si 0.990 2.016 -4.185
62 C 0.620 0.770 -5.520
63 C -0.589 2.948 -3.906
64 C 2.252 3.096 -5.013
65 H 2.144 4.907 -0.691
66 H 2.138 3.594 -1.882
67 H 3.321 3.545 -0.590
68 H -0.556 4.696 0.589
69 H -1.307 3.090 0.865
70 H -1.064 3.710 -0.769
71 H 1.876 3.932 2.346
72 H 2.573 2.328 2.245
73 H 0.887 2.563 2.721
74 H 5.218 -0.617 -3.363
75 H 4.721 -1.560 -1.948
76 H 6.153 -0.546 -1.893
77 H 5.035 2.072 -3.503
78 H 6.062 2.491 -2.126
79 H 4.456 3.290 -2.310
80 H 4.168 -0.417 0.424
81 H 3.682 1.257 0.829
82 H 5.402 0.811 0.577
83 H 0.323 -0.235 -5.191
84 H 1.528 0.700 -6.165
85 H -0.211 1.112 -6.169
86 H -1.451 2.275 -3.977
87 H -0.699 3.651 -4.740
88 H -0.646 3.494 -2.970
89 H 3.157 2.499 -5.312
90 H 2.625 3.955 -4.430
91 H 1.835 3.442 -5.941

---

#2
Density functional theory data (ωB97M-V/def2-TZVPD) for a structure of composition C28H41BrGeN4O8S4Si3Y.

The multiplicity is 2. The value obtained for the HOMO energy (alpha / beta) is -7.870 / -7.871 eV.

CARTESIAN COORDINATES (ANGSTROEM)
1 Y 12.844 -14.683 -7.919
2 O 12.885 -7.462 -9.729
3 C 12.999 -8.514 -9.115
4 S 11.541 -9.265 -8.383
5 C 12.278 -10.808 -8.088
6 C 13.554 -11.012 -8.394
7 S 14.571 -12.438 -8.317
8 S 14.405 -9.589 -8.983
9 S 11.289 -12.214 -7.608
10 C 15.767 -14.872 -5.974
11 O 14.916 -15.503 -6.980
12 C 14.976 -16.894 -7.053
13 C 16.152 -17.597 -7.145
14 C 16.090 -18.970 -7.413
15 Br 17.730 -19.867 -7.329
16 C 14.846 -19.637 -7.413
17 C 13.657 -18.926 -7.252
18 C 13.680 -17.482 -7.070
19 O 12.585 -16.718 -6.943
20 C 12.368 -19.607 -7.246
21 N 12.256 -20.871 -7.508
22 C 10.948 -21.212 -7.093
23 C 10.313 -22.480 -7.242
24 C 9.016 -22.592 -6.798
25 C 8.399 -21.560 -6.099
26 C 9.001 -20.305 -5.924
27 C 10.327 -20.136 -6.443
28 N 11.178 -19.075 -6.659
29 H 15.639 -15.284 -4.964
30 H 15.508 -13.815 -5.937
31 H 16.799 -14.812 -6.205
32 H 17.126 -17.098 -7.096
33 H 14.707 -20.702 -7.414
34 H 11.847 -16.421 -5.781
35 H 10.768 -23.264 -7.799
36 H 8.504 -23.543 -6.854
37 H 7.407 -21.715 -5.713
38 H 8.480 -19.512 -5.449
39 H 11.132 -18.113 -6.281
40 O 10.513 -14.755 -8.118
41 N 9.450 -14.277 -8.766
42 O 12.775 -15.898 -11.807
43 N 12.929 -15.629 -10.638
44 O 12.262 -14.635 -10.161
45 O 13.739 -16.222 -9.855
46 C 10.961 -13.526 -4.804
47 C 11.537 -14.625 -5.604
48 O 11.304 -15.794 -5.149
49 H 11.083 -12.532 -5.281
50 H 11.359 -13.472 -3.842
51 H 9.811 -13.717 -4.775
52 C 6.890 -14.992 -9.833
53 Si 8.608 -15.672 -9.468
54 C 9.664 -16.276 -10.874
55 C 8.329 -17.068 -8.259
56 Ge 9.594 -12.263 -9.135
57 Si 7.603 -11.265 -8.274
58 C 7.298 -9.683 -9.147
59 C 6.168 -12.379 -8.345
60 C 8.012 -11.018 -6.443
61 Si 10.079 -11.807 -11.451
62 C 11.918 -11.695 -11.729
63 C 9.457 -13.290 -12.470
64 C 9.271 -10.194 -11.927
65 H 6.440 -15.676 -10.521
66 H 6.973 -13.924 -10.211
67 H 6.395 -14.965 -8.841
68 H 9.176 -16.213 -11.798
69 H 10.019 -17.307 -10.698
70 H 10.528 -15.652 -10.951
71 H 7.649 -16.758 -7.418
72 H 9.337 -17.241 -7.999
73 H 7.971 -17.990 -8.614
74 H 7.100 -9.756 -10.240
75 H 8.046 -8.905 -8.873
76 H 6.404 -9.276 -8.590
77 H 6.293 -13.280 -7.849
78 H 5.767 -12.622 -9.318
79 H 5.326 -11.961 -7.700
80 H 8.747 -10.300 -6.221
81 H 8.225 -11.972 -5.969
82 H 7.013 -10.727 -6.008
83 H 12.474 -12.207 -10.902
84 H 12.312 -10.664 -11.796
85 H 12.046 -12.220 -12.681
86 H 9.549 -13.053 -13.519
87 H 8.483 -13.725 -12.237
88 H 10.130 -14.164 -12.367
89 H 8.145 -10.295 -12.068
90 H 9.631 -9.979 -12.927
91 H 9.499 -9.420 -11.222

---

In eV, relative to the most stable structure: #1 0.000; #2 1.977.

---

#1
Density functional theory data (ωB97M-V/def2-TZVPD) for the molecule C10H8O.

The SMILES is c1ccc(-c2ccco2)cc1. The multiplicity is 1. The value obtained for the HOMO energy is -8.187 eV.

CARTESIAN COORDINATES (ANGSTROEM)
1 C -0.030 3.125 0.276
2 C -0.937 2.261 1.024
3 C -0.913 0.942 0.873
4 C -0.046 0.342 0.053
5 C 0.048 -1.138 -0.059
6 C -0.124 -2.109 0.891
7 C -0.054 -3.361 0.173
8 C 0.219 -3.056 -1.181
9 O 0.198 -1.681 -1.299
10 C 0.819 1.080 -0.782
11 C 0.861 2.446 -0.627
12 H -0.069 4.113 0.203
13 H -1.573 2.914 1.614
14 H -1.518 0.281 1.308
15 H -0.300 -1.924 1.886
16 H -0.149 -4.421 0.335
17 H 0.427 -3.523 -2.164
18 H 1.682 0.552 -1.496
19 H 1.458 3.158 -1.026

---

#2
Density functional theory data (ωB97M-V/def2-TZVPD) for a cluster of 2 separate species, C10H8O in total.

The multiplicity is 1. The value obtained for the HOMO energy is -8.185 eV.

CARTESIAN COORDINATES (ANGSTROEM)
1 C -1.391 1.001 -0.104
2 C -2.381 0.075 -0.083
3 C -2.256 -1.397 -0.038
4 C -1.037 -1.739 0.118
5 C 0.063 -0.878 0.157
6 C 1.367 -1.347 0.045
7 C 2.496 -0.498 -0.109
8 C 2.353 0.903 0.022
9 C 1.133 1.439 0.036
10 C -0.134 0.563 0.068
11 H -0.586 3.006 0.821
12 H -3.494 0.369 -0.113
13 H -3.110 -2.005 0.066
14 H -0.756 -2.800 0.093
15 H 1.552 -2.431 -0.513
16 H 3.431 -0.892 -0.363
17 H 3.118 1.633 0.036
18 H 1.301 2.637 -0.046
19 O -1.671 2.360 -0.093

---

In eV, relative to the most stable structure: #1 0.000; #2 2.779.

---

#1
Density functional theory data (ωB97M-V/def2-TZVPD) for the molecule C2H3N3S2.

The SMILES is Sc1ncnn1S. The multiplicity is 1. The value obtained for the HOMO energy is -9.244 eV.

CARTESIAN COORDINATES (ANGSTROEM)
1 S 1.367 -0.637 1.615
2 C 0.602 -0.235 0.072
3 N 0.970 -0.105 -1.175
4 C -0.298 0.098 -1.838
5 N -1.341 -0.006 -0.923
6 N -0.705 -0.140 0.339
7 S -1.585 0.125 1.733
8 H 2.505 -1.326 0.910
9 H -0.139 0.744 -2.798
10 H -1.376 1.483 2.065

---

#2
Density functional theory data (ωB97M-V/def2-TZVPD) for a structure of composition C2H3N3S2.

The multiplicity is 1. The value obtained for the HOMO energy (alpha / beta) is -8.701 / -8.701 eV.

CARTESIAN COORDINATES (ANGSTROEM)
1 C -0.951 -0.539 0.213
2 C -0.953 0.690 0.811
3 N -0.504 -0.791 -1.102
4 N 0.421 0.039 -1.357
5 N 0.954 0.651 -0.185
6 S 0.004 -1.869 0.804
7 S 1.924 -0.434 0.455
8 H -1.044 1.630 0.343
9 H -0.965 0.961 1.956
10 H 1.114 -0.338 -1.937

---

In eV, relative to the most stable structure: #1 0.000; #2 3.313.